{"formula": "C44H89Cl3N2NbO27", "method": "ωB97M-V with the def2-TZVPD basis set", "homo_lumo_gap_ev": 6.32, "de_lowest_kj_mol": 668.01, "charge": -1, "homo_ev": -4.94, "mol_weight_g_mol": 1277.4, "lumo_energy_ev": 1.38, "elements": ["Nb", "Cl", "Cl", "Cl", "O", "O", "O", "O", "O", "O", "O", "O", "O", "O", "O", "O", "O", "O", "O", "O", "O", "O", "O", "O", "O", "O", "O", "O", "O", "O", "O", "N", "N", "C", "C", "C", "C", "C", "C", "C", "C", "C", "C", "C", "C", "C", "C", "C", "C", "C", "C", "C", "C", "C", "C", "C", "C", "C", "C", "C", "C", "C", "C", "C", "C", "C", "C", "C", "C", "C", "C", "C", "C", "C", "C", "C", "C", "H", "H", "H", "H", "H", "H", "H", "H", "H", "H", "H", "H", "H", "H", "H", "H", "H", "H", "H", "H", "H", "H", "H", "H", "H", "H", "H", "H", "H", "H", "H", "H", "H", "H", "H", "H", "H", "H", "H", "H", "H", "H", "H", "H", "H", "H", "H", "H", "H", "H", "H", "H", "H", "H", "H", "H", "H", "H", "H", "H", "H", "H", "H", "H", "H", "H", "H", "H", "H", "H", "H", "H", "H", "H", "H", "H", "H", "H", "H", "H", "H", "H", "H", "H", "H", "H", "H", "H", "H"], "xyz": [[-1.9969, -2.7483, 1.1444], [1.8738, -4.1568, 3.4530], [-4.6904, -2.0113, -1.0772], [-7.1164, -3.1382, 0.7297], [-1.9640, -2.2042, -10.3309], [-5.7822, -3.5955, -5.8830], [0.2626, 11.9016, 4.4943], [-2.0926, -0.6768, 0.6910], [7.0317, -1.3720, 5.4278], [6.2400, -0.9365, 3.3154], [-5.2604, -5.7113, -5.1550], [3.1942, 18.1249, 5.0526], [0.8233, -8.4054, -6.4904], [0.9591, -15.6174, -9.7739], [0.9992, 3.5503, 3.7556], [0.8726, -13.3599, -9.3555], [3.7788, 18.9620, 2.9944], [-2.3343, -4.1895, -1.7064], [0.3492, 9.6441, 4.0759], [5.6901, 14.2688, 5.7594], [5.2596, 17.7810, 4.1066], [4.1016, 12.7615, 6.4545], [5.0023, -2.0338, 4.9101], [6.2119, 12.1530, 6.4873], [-1.2298, 10.8303, 3.1145], [0.9198, -1.6354, 3.6493], [-7.3707, -5.1029, -5.1878], [-0.6198, -14.4312, -10.7354], [-1.0310, -5.5433, -4.8621], [-1.9033, -1.4549, -8.1598], [-3.7161, -2.5488, -9.0519], [-0.9242, -5.5240, 2.4553], [-0.3793, 2.4914, 1.8328], [2.0958, -15.7027, -8.9165], [-2.4701, -2.0125, -9.0865], [-1.6182, -3.0580, -1.1187], [3.9959, 18.2741, 4.1438], [1.4858, 9.5588, 4.9333], [-3.8836, -5.4192, -5.3859], [1.3306, -9.5204, -5.6754], [-1.9350, -5.0245, 1.4538], [-2.5695, -2.7029, 5.9061], [-1.2426, -2.4517, 6.8780], [-0.1626, 10.8946, 3.9503], [1.9125, -10.7944, -6.5815], [5.6299, 17.0287, 5.2604], [2.4793, 19.5414, 2.8938], [-4.2296, -2.7550, 0.6014], [0.2897, -2.7676, 1.3139], [-0.7483, -4.5512, -3.7726], [-2.3294, -2.2277, 3.3186], [-6.1049, -4.6917, -5.4525], [-0.1457, -6.7203, -4.7269], [-2.0373, -3.3310, 4.4480], [3.9363, -2.1382, 3.9683], [-1.4182, 1.6858, 1.0854], [0.9134, -2.6606, 2.7971], [0.4473, -14.3670, -9.8996], [7.5887, 12.4452, 6.2564], [-5.1501, -3.9042, 2.8530], [-1.8736, 12.0827, 2.8875], [3.0987, 13.7396, 6.1866], [-0.6124, -3.9034, 7.4149], [0.3522, 4.6319, 2.9877], [-0.8145, 3.9245, 2.0378], [-0.9300, 0.0829, 1.0846], [-8.3736, -4.1248, -5.4558], [-1.3362, -5.1088, -2.3494], [5.3674, 13.1727, 6.1899], [-0.2472, 5.7147, 4.0650], [-0.6477, -1.6869, -10.5151], [6.1051, -1.4002, 4.4369], [-4.3757, -2.4199, -7.7938], [-0.4182, -7.8329, -5.9441], [-5.3515, -3.2581, 1.3928], [8.2542, -0.7302, 5.0700], [-1.2636, -13.1788, -10.9623], [-1.0713, 5.2008, 4.7509], [-6.1258, -4.5562, 3.0782], [-4.2508, -4.6103, 3.0339], [2.9193, -11.1629, -6.0568], [-3.4373, -1.7862, 3.3969], [-1.6479, -1.2778, 3.5655], [2.9191, -15.0950, -9.3054], [-9.3454, -4.5607, -5.2087], [3.1072, -2.6613, 4.4529], [-2.2687, 12.4889, 3.8242], [-1.8383, 4.0299, 2.6213], [-3.8180, -2.9430, -7.0102], [1.1658, 5.1183, 2.2943], [2.2823, -9.1089, -5.0845], [3.2473, 14.6261, 6.8116], [-4.5117, -1.3648, -7.5354], [-2.3947, 1.6879, 1.7731], [-0.3434, -1.8957, -11.5444], [0.6322, 6.0404, 4.7790], [-0.5053, -0.0871, 2.1567], [4.2479, -2.7211, 3.0955], [2.1269, 13.3037, 6.4337], [-1.9292, -2.0777, -1.7251], [2.3175, 20.2682, 3.6965], [3.5879, -1.1448, 3.6678], [-0.4176, -5.3427, -1.6620], [7.7650, 12.6623, 5.1980], [-3.1600, -1.7126, 5.7128], [0.6141, -3.8313, 0.8760], [-2.5621, -4.3694, 4.3570], [-0.0503, -5.8813, 2.0151], [-3.0045, -5.5269, 1.5351], [-1.5226, -5.4465, 0.4112], [4.9845, 16.1515, 5.3729], [-0.0838, 0.0122, 0.2781], [8.7384, -1.2568, 4.2413], [8.9206, -0.7656, 5.9361], [5.5941, 17.6550, 6.1576], [0.8358, -1.9916, 0.5940], [-1.1827, -8.6626, -5.5774], [-0.6641, 6.6693, 3.4990], [0.1572, -3.7301, 8.2867], [-1.6588, -12.7726, -10.0256], [-8.2250, -3.2383, -4.8308], [2.1599, -10.4959, -7.6887], [-3.7072, -5.2020, -6.4444], [-0.4091, -2.0137, 6.1529], [-0.6347, -0.6024, -10.3656], [-1.8481, -6.1517, -2.5802], [-0.0079, -4.3993, 6.5225], [-1.1844, 12.7914, 2.4169], [1.1817, -11.7092, -6.5776], [2.4214, -16.7463, -8.8899], [-0.8903, -3.5832, 4.6631], [-0.8135, 4.4462, 0.9884], [1.8349, -15.3975, -7.8980], [-1.4534, -4.6688, 7.7070], [-0.4550, -3.1876, -1.3513], [0.8726, 3.6929, 4.7453], [-3.3003, -6.3035, -5.1146], [6.6583, 16.6834, 5.1229], [-5.1962, -3.0307, 3.6645], [-3.2733, -3.4752, 6.4837], [8.1720, 11.5609, 6.5278], [-0.3216, -7.3300, -3.7202], [1.7079, 18.7648, 2.9117], [-0.9631, -7.2503, -6.8075], [7.9169, 13.2799, 6.8843], [0.5547, -9.9890, -4.9351], [-1.3699, -6.3839, 2.8906], [1.8115, 8.5153, 4.9599], [2.4165, 20.0664, 1.9368], [1.0116, -6.4318, -4.7071], [0.5505, 2.4043, 1.3683], [8.0784, 0.3195, 4.8134], [0.0591, -2.1806, -9.8403], [1.2249, 9.8641, 5.9518], [-1.1452, -3.4825, -4.0793], [-2.1014, -13.3482, -11.6442], [-1.4300, -1.6899, 7.7436], [0.4412, -4.4500, -3.7678], [-5.3626, -2.8827, -7.8806], [-2.7114, 11.9133, 2.2057], [-1.6897, 2.0818, 0.0201], [-3.5554, -4.5845, -4.7581], [3.0956, 14.0086, 5.1253], [2.3092, 10.1665, 4.5444], [-8.3767, -3.8557, -6.5170], [-0.5745, -12.4701, -11.4329]], "atomic_forces_ev_per_a": [[-1.78, 2.13, -0.19], [-1.67, 0.31, -1.09], [0.34, -0.80, 2.01], [2.22, -0.25, 1.18], [-0.36, 0.07, 0.67], [-0.80, -1.69, 0.95], [-0.57, -1.32, -0.73], [2.13, -2.01, 1.26], [-0.47, -0.02, -0.49], [0.01, -0.60, 1.59], [-1.20, 0.90, -0.32], [1.04, 0.25, -1.29], [-1.60, -1.08, 1.82], [-0.52, 0.85, -0.22], [-0.49, 1.60, 1.01], [-0.62, -1.50, -0.80], [0.25, -0.48, 0.73], [2.74, -1.67, -1.06], [-0.60, 1.01, -0.24], [-0.30, -1.88, 0.67], [-1.17, 0.78, -0.30], [1.35, 0.16, -0.19], [1.63, 0.73, -0.18], [-0.80, 0.75, -0.20], [0.87, -0.11, 0.65], [-0.25, -6.41, -5.61], [0.90, 0.18, -0.22], [0.88, -0.19, 0.63], [1.71, -0.63, 1.27], [-0.73, -0.77, -1.44], [1.39, 0.53, -0.54], [-1.04, -1.81, 0.66], [-1.64, 0.24, -0.90], [0.41, -0.05, 0.31], [-0.16, 0.12, 0.64], [1.67, 1.31, -1.64], [0.04, -0.25, 0.41], [0.46, -0.08, 0.33], [0.61, 0.01, 0.01], [1.74, -0.86, 0.10], [0.11, -1.20, -2.42], [0.69, -0.60, 0.78], [0.45, -0.51, -1.05], [0.16, 0.16, 0.16], [0.38, 0.05, 0.41], [-0.02, -0.33, 0.51], [-0.41, 0.19, -0.05], [-4.17, -1.34, 0.91], [2.97, -1.19, 0.25], [1.10, 0.05, -0.14], [0.60, 0.68, 1.17], [0.34, 0.05, 0.15], [0.58, -1.36, 0.33], [-0.28, 0.29, 2.35], [-0.48, 0.25, -0.16], [-0.34, -1.07, 1.27], [-0.09, 5.30, 2.98], [0.14, 0.47, 0.22], [0.51, 0.06, -0.08], [-2.39, 0.20, 0.50], [-0.25, 0.43, -0.10], [-0.54, 0.42, -0.08], [0.15, 0.31, -0.75], [-0.55, -0.09, 0.63], [1.52, 0.30, 0.24], [-0.47, 2.82, -0.59], [-0.31, 0.32, -0.02], [-0.36, -0.23, -0.35], [-0.15, 0.02, 0.00], [0.33, -0.07, -0.41], [0.39, 0.13, -0.05], [-0.62, -0.07, -0.44], [-0.29, 0.03, 0.42], [-0.95, 1.27, -0.04], [3.16, 0.86, -1.65], [0.30, 0.16, -0.08], [-0.26, 0.48, -0.09], [1.61, 1.11, -1.66], [2.09, 1.37, -0.57], [-1.33, 1.65, -0.73], [-2.18, 0.81, -1.21], [2.15, -1.08, -0.17], [-1.29, -1.93, -0.42], [-0.21, 0.03, 0.17], [0.34, -0.17, 0.03], [0.84, 0.56, 0.18], [0.22, 0.00, -0.15], [1.98, -0.59, -1.49], [-0.11, 0.32, -0.25], [-1.49, -0.82, 1.41], [-2.22, -0.84, -0.98], [0.09, -0.08, -0.22], [0.18, -0.18, 0.04], [1.97, 0.09, -1.67], [-0.33, -0.09, 0.16], [-1.69, -0.50, -1.46], [-0.77, -0.06, -1.91], [0.03, 0.22, 0.15], [0.35, -0.16, -0.05], [0.59, -1.93, 1.29], [-0.04, -0.26, -0.05], [0.19, -0.18, -0.03], [-1.78, 0.62, -0.89], [-0.06, 0.12, 0.23], [1.15, -1.82, 0.46], [-0.61, 2.22, 1.10], [0.91, 1.97, -0.37], [-1.10, 0.53, 0.22], [2.19, 0.88, 0.10], [-1.31, 1.05, 1.67], [0.20, 0.56, -0.01], [-1.33, -0.13, 1.44], [-0.17, 0.20, 0.03], [-0.34, -0.14, -0.01], [-0.13, -0.07, -0.13], [-1.20, -1.34, 1.82], [1.78, 1.54, -0.65], [0.73, -2.01, 1.36], [-1.66, -0.40, -1.61], [0.23, 0.01, -0.16], [0.07, -0.10, -0.23], [-0.56, -0.47, 2.24], [-0.04, 0.07, 0.18], [-1.71, -0.62, 1.65], [0.04, -0.22, 0.15], [0.71, 2.29, 0.50], [-1.28, 1.03, 1.85], [-0.08, -0.08, 0.24], [1.28, 1.88, -0.15], [-0.30, 0.15, -0.20], [-2.50, 0.68, -1.07], [-0.48, -0.40, 1.99], [0.09, 0.11, -0.23], [1.60, 1.59, -0.31], [-2.11, 0.34, 0.41], [0.08, -0.09, -2.14], [-0.42, 0.19, 0.01], [-0.28, 0.15, -0.25], [0.38, -1.93, -1.73], [1.33, 1.66, -1.26], [-0.39, 0.05, 0.01], [0.16, 1.55, -1.80], [0.13, 0.16, 0.17], [1.27, -1.13, 1.54], [-0.11, -0.05, -0.23], [1.24, 1.30, -1.33], [1.02, 1.36, -0.47], [-0.30, 0.16, -0.20], [0.30, -0.19, 0.14], [-2.43, -0.35, -0.33], [-1.10, 0.47, 0.51], [0.01, -0.23, -0.13], [-0.16, 0.22, 0.00], [0.09, 0.10, -0.23], [0.37, -2.46, 0.59], [0.25, -0.26, 0.14], [0.25, -1.55, -1.51], [-2.44, -0.16, 0.29], [0.49, 0.11, -0.31], [0.26, -0.27, 0.14], [0.48, -0.78, 1.71], [-0.10, -0.12, -0.18], [0.08, 0.04, 0.23], [-0.20, 0.02, 0.17], [0.11, 0.07, 0.21], [-0.08, -0.08, 0.25]]}